Molecular formula: C34H70AsN2O4PS2SbSi3W
Method: DFT, ωB97M-V with the def2-TZVPD basis set

Properties
Kohn-Sham gap (alpha / beta) ... 6.003 / 6.384 eV
Net charge ... +2
Energy above the lowest of the compared OMol25 structures with the same formula, charge and spin ... 17.75 kcal/mol
Multiplicity ... 2

Geometry as XYZ:
```
119
Properties=species:S:1:pos:R:3:forces:R:3:mulliken_spin:R:1
W 0.49574 0.16750 0.01570 1.019 -0.902 1.010 0.92
C 2.76754 -0.79175 -3.68466 0.008 0.066 -0.001 0.00
C 2.63338 -0.22558 -2.30563 -0.026 0.016 0.114 0.05
O 1.41527 -0.23523 -1.83004 0.199 0.039 -0.145 -0.05
C 3.72429 0.22104 -1.60907 0.001 0.013 -0.057 0.00
C 3.65714 0.50135 -0.22511 -0.089 0.000 -0.117 0.07
C 4.88453 0.78997 0.57235 0.004 0.004 0.004 0.00
N 2.48885 0.47374 0.35740 0.129 -0.089 0.272 -0.01
N 2.41047 0.47724 1.75053 0.060 0.445 0.173 0.04
C 1.45677 1.29969 2.15910 0.348 -0.241 -0.053 -0.03
O 0.65686 1.85913 1.27763 -0.151 -0.508 -0.269 0.01
C 1.25671 1.51636 3.59081 -0.025 0.132 0.002 0.01
C 2.15519 0.98352 4.51734 -0.014 -0.002 -0.027 0.00
C 1.95245 1.19828 5.86806 0.001 0.003 0.000 0.00
C 0.86211 1.94737 6.29679 -0.001 -0.003 -0.017 0.00
C -0.03091 2.47978 5.37608 -0.015 0.021 -0.009 0.00
C 0.16266 2.26431 4.02269 0.010 -0.027 0.003 0.00
H 1.98824 -0.39679 -4.33565 -0.007 0.006 -0.018 0.00
H 2.63553 -1.87566 -3.63886 -0.004 0.015 0.002 0.00
H 3.74641 -0.58357 -4.11138 -0.006 0.001 -0.008 0.00
H 4.69196 0.21827 -2.08907 -0.002 0.001 0.019 0.00
H 5.77735 0.48519 0.03243 -0.008 0.007 -0.013 0.00
H 4.83575 0.29177 1.53891 0.019 -0.007 0.003 0.00
H 4.94528 1.86373 0.76845 -0.006 -0.005 0.019 0.00
H 3.00202 0.40904 4.16761 0.005 0.001 0.023 0.00
H 2.64645 0.78793 6.58879 -0.004 0.007 0.008 0.00
H 0.70863 2.11995 7.35377 0.008 -0.012 0.003 0.00
H -0.87767 3.06085 5.71559 0.006 -0.002 0.005 0.00
H -0.53018 2.66053 3.29275 -0.019 0.009 0.012 -0.01
C -2.81569 -3.33540 4.39905 0.016 0.012 -0.072 0.00
C -3.27281 -2.24240 3.46327 -0.012 0.056 0.135 0.00
O -2.87112 -2.58340 2.11524 0.010 -0.109 -0.059 0.00
P -2.55112 -1.53192 0.94561 -0.091 -0.107 0.103 0.01
S -1.24177 -0.03714 -1.40542 -0.501 0.410 -0.356 -0.08
S -0.97558 -0.36268 1.84578 -0.033 0.020 -0.106 -0.02
O -3.68743 -0.38872 1.10966 -0.020 0.028 0.022 0.00
C -4.91220 -0.53453 0.35428 -0.013 -0.035 0.011 0.00
C -5.94598 -1.33309 1.11504 0.022 0.022 -0.029 0.00
H -3.18853 -3.14129 5.40451 -0.008 0.007 -0.001 0.00
H -1.72672 -3.37943 4.44414 0.003 -0.021 0.001 0.00
H -3.19690 -4.30193 4.07066 0.008 -0.007 0.019 0.00
H -2.83815 -1.27812 3.73656 -0.007 0.005 -0.021 0.00
H -4.35809 -2.14498 3.47085 0.002 0.020 -0.022 0.00
H -4.68635 -1.00018 -0.61071 0.014 0.008 -0.007 0.00
H -5.26166 0.48171 0.17154 0.006 -0.006 -0.024 0.00
H -5.60005 -2.35151 1.29670 -0.009 -0.001 -0.008 0.00
H -6.86629 -1.38550 0.53236 -0.011 -0.006 0.025 0.00
H -6.16924 -0.85800 2.07004 -0.010 -0.008 -0.002 0.00
C 2.81824 -4.99841 -0.40285 -0.022 0.065 -0.006 0.00
C 2.94745 -3.59614 0.19188 -0.082 -0.035 -0.102 0.00
C 4.06212 -2.80969 -0.47233 0.006 -0.065 0.050 0.00
Sb 0.97630 -2.67055 0.31115 -0.081 0.362 0.141 0.00
C 0.50087 -3.38873 2.29900 0.052 0.007 -0.186 0.00
C 1.32539 -2.59608 3.30716 -0.050 -0.033 0.031 0.00
C 0.74119 -4.88866 2.45077 -0.030 0.060 0.016 0.00
C -0.33399 -3.55471 -1.18448 0.123 0.026 0.136 -0.01
C 0.27601 -3.41375 -2.57321 -0.054 -0.031 0.009 0.00
C -0.77887 -4.96730 -0.83520 -0.028 0.032 -0.067 0.00
H 3.76638 -5.52842 -0.28547 0.014 0.024 0.023 0.00
H 2.60018 -4.96309 -1.47049 0.010 -0.020 0.022 0.00
H 2.04950 -5.59227 0.08688 -0.001 -0.040 -0.004 0.00
H 3.16676 -3.68241 1.25828 0.015 0.001 0.011 0.00
H 3.85580 -2.60412 -1.52377 0.000 -0.003 0.030 0.00
H 4.97920 -3.40317 -0.43005 0.007 0.014 -0.007 0.00
H 4.25298 -1.86961 0.04059 0.018 -0.041 -0.028 0.00
H -0.55808 -3.16614 2.40929 -0.007 -0.014 0.065 0.00
H 2.39598 -2.77699 3.18194 0.004 0.008 0.006 0.00
H 1.06255 -2.92320 4.31702 0.015 0.011 -0.004 0.00
H 1.14659 -1.52420 3.24682 0.001 0.023 0.004 0.00
H 1.79982 -5.13958 2.37435 0.013 -0.014 -0.006 0.00
H 0.18679 -5.48908 1.73236 -0.004 -0.020 0.001 0.00
H 0.41779 -5.19101 3.45008 0.000 -0.002 -0.004 0.00
H -1.19563 -2.89209 -1.10726 -0.030 -0.009 -0.018 0.01
H 1.19196 -3.99530 -2.68502 -0.008 0.020 -0.018 0.00
H 0.48674 -2.36913 -2.80490 0.009 -0.002 -0.026 0.00
H -0.43444 -3.78628 -3.31599 0.009 0.001 0.001 0.00
H 0.04685 -5.67738 -0.83567 0.000 -0.021 0.016 0.00
H -1.49706 -5.30828 -1.58566 0.001 0.008 0.005 0.00
H -1.27763 -4.99904 0.13361 -0.013 -0.040 -0.002 0.00
C -3.67528 1.04814 -3.26825 -0.025 -0.082 0.024 0.00
Si -2.05523 1.80408 -3.75850 -0.088 0.346 -0.180 0.00
C -1.01784 0.68947 -4.82560 0.064 0.030 0.085 0.00
C -2.40873 3.45845 -4.53371 0.024 0.014 -0.076 0.00
As -0.64545 2.19015 -1.71827 -0.500 0.343 -0.735 0.11
Si -1.84113 3.66084 -0.15512 -0.006 0.264 -0.135 0.00
C -0.53571 4.74323 0.60811 -0.019 -0.030 0.099 0.00
C -2.98042 4.63913 -1.25494 0.013 0.033 0.050 0.00
C -2.80377 2.72278 1.10146 -0.006 -0.053 0.051 -0.01
Si 1.46243 3.42862 -2.46791 -0.191 0.113 -0.042 -0.01
C 2.31719 2.71313 -3.93875 0.047 -0.167 -0.034 0.00
C 0.64205 5.01014 -3.01469 -0.033 -0.039 0.051 0.01
C 2.53236 3.66965 -0.97773 -0.002 -0.105 0.085 -0.01
H -4.29107 1.08952 -4.17434 0.015 0.006 0.007 0.00
H -4.20378 1.61506 -2.50106 0.038 -0.014 0.058 0.00
H -3.60042 0.00604 -2.96851 -0.037 -0.029 0.054 0.00
H -1.66558 0.09561 -5.47494 -0.065 0.002 0.052 0.00
H -0.44032 0.00484 -4.20518 0.081 -0.082 -0.079 0.00
H -0.35213 1.25604 -5.47673 0.072 0.031 0.052 0.00
H -2.47003 3.34095 -5.61943 0.055 -0.061 0.007 0.00
H -1.64595 4.20194 -4.32681 0.040 0.133 -0.032 0.00
H -3.37312 3.84824 -4.20843 0.034 0.027 0.094 0.00
H -0.00772 5.37693 -0.10240 0.044 -0.013 -0.068 0.00
H 0.17984 4.14660 1.17049 0.047 0.045 -0.008 0.00
H -1.03310 5.41248 1.31743 -0.046 -0.006 -0.030 0.00
H -2.46189 5.29746 -1.95250 -0.040 -0.037 -0.036 0.00
H -3.58674 5.27163 -0.59879 0.007 0.021 -0.014 0.00
H -3.66940 4.00064 -1.80690 -0.019 -0.004 -0.044 0.00
H -2.21595 1.95697 1.60127 -0.020 -0.045 0.064 0.01
H -3.70207 2.26088 0.69481 0.032 -0.055 -0.053 0.00
H -3.12182 3.46238 1.84482 0.006 -0.018 0.003 0.00
H 1.61750 2.34402 -4.68594 -0.005 -0.055 -0.069 0.00
H 3.04354 1.94289 -3.69656 -0.041 -0.072 0.004 0.00
H 2.87053 3.54154 -4.39463 -0.049 0.050 0.024 0.00
H 0.41756 4.95462 -4.07878 -0.145 0.011 -0.028 0.00
H 1.36615 5.82155 -2.88966 0.034 -0.055 0.061 0.00
H -0.25105 5.28944 -2.46078 -0.074 0.048 -0.037 0.00
H 2.06296 3.28507 -0.07449 0.074 0.002 0.096 0.01
H 2.72382 4.73563 -0.83995 -0.029 0.003 -0.007 0.00
H 3.48897 3.16866 -1.12938 0.015 -0.047 0.045 0.00
```
Forces are in eV/Å.

---

Molecular formula: C34H70ClN4O9S
Method: DFT, ωB97M-V with the def2-TZVPD basis set

Properties
Kohn-Sham gap ... 7.223 eV
Net charge ... +1

Geometry as XYZ:
```
119
Properties=species:S:1:pos:R:3:forces:R:3:lowdin_charge:R:1
C 0.38564 1.13296 -2.71429 0.612 0.118 0.089 -0.07
C 1.63155 0.50811 -2.06289 -0.749 -0.070 0.630 -0.23
C 1.39116 -0.94357 -1.61107 0.431 0.388 -0.977 -0.21
C 2.71342 -1.69061 -1.32828 -0.332 -0.039 0.240 -0.13
C 3.03873 -2.27284 0.06903 0.201 -0.124 -0.464 -0.09
C 1.98254 -2.91031 0.97038 -0.534 0.264 0.862 -0.28
C 0.67297 -3.41324 0.33780 -0.041 -0.020 -0.733 -0.08
C 0.77489 -4.14282 -1.00710 -0.085 -0.280 -0.008 -0.14
O 2.09450 -4.65004 -1.22689 -0.016 0.172 -0.301 -0.09
C 2.30508 -5.12436 -2.47855 -0.796 -0.317 -1.047 -0.52
C 3.73882 -5.49085 -2.70429 0.070 -0.277 0.468 0.03
O 1.42275 -5.22866 -3.30997 0.871 0.294 1.104 0.12
N 1.51929 -1.83397 1.95860 -0.058 0.499 0.140 0.08
C 1.38866 -0.42084 1.57805 -0.248 0.394 0.259 -0.04
C 2.36046 0.61049 2.21901 0.397 -0.342 0.208 -0.32
O 2.61940 1.59779 1.26791 -0.322 0.227 0.170 -0.02
C 3.66076 0.02076 2.87315 0.648 0.362 -0.247 -0.19
N 4.88718 0.57755 2.30177 -0.554 -0.152 -0.108 0.03
C 1.23103 -2.24600 3.13594 0.118 -1.028 0.190 -0.10
C 0.69789 -1.41091 4.23748 -0.576 0.366 0.140 -0.09
C -0.62842 -1.94818 4.83694 -0.072 0.800 -0.029 -0.22
C -1.52909 -0.78758 5.33622 0.229 -0.140 -0.067 -0.55
S -3.20033 -0.80262 4.64177 -0.233 -0.031 0.110 0.74
C 1.56121 -3.73612 3.31325 0.758 0.865 0.291 -0.44
C 2.34147 -3.86472 4.63725 -0.326 -0.169 -0.217 0.00
N 0.43341 -4.61793 3.42235 -0.001 0.347 -0.426 0.09
C 2.50273 -3.94757 2.02089 0.094 -1.514 0.437 -0.54
Cl 2.26671 -5.66368 1.49631 0.072 0.479 -0.064 0.84
C 4.00906 -3.82883 2.35375 0.271 0.233 -0.041 -0.18
C 4.73443 -5.05822 2.87324 0.578 -0.420 -0.553 -0.27
N 5.59866 -5.71413 2.20921 -0.524 0.369 0.578 0.12
H 0.24961 2.14249 -2.33727 -0.186 0.096 -0.103 0.05
H -0.50800 0.55941 -2.48573 -0.179 -0.058 -0.039 0.07
H 0.52388 1.19266 -3.78937 -0.211 -0.103 -0.176 0.08
H 2.50153 0.57051 -2.70736 0.127 0.013 -0.109 0.11
H 1.83028 1.09637 -1.16009 0.322 0.089 -0.087 0.08
H 0.68787 -0.90127 -0.78818 -0.190 -0.319 -0.153 0.08
H 0.87406 -1.43212 -2.43461 -0.092 -0.187 0.003 0.12
H 3.52545 -0.99994 -1.54766 0.150 0.070 0.045 0.11
H 2.83029 -2.47887 -2.06417 -0.091 -0.137 -0.019 0.10
H 3.55479 -1.50225 0.63864 0.006 0.042 0.252 0.11
H 3.79228 -3.03599 -0.09624 0.004 -0.065 -0.196 0.11
H 0.14799 -4.06594 1.02451 0.199 -0.100 0.311 0.09
H 0.00004 -2.57280 0.17790 0.054 0.172 -0.017 0.12
H 0.49889 -3.50953 -1.84227 0.050 0.174 -0.059 0.11
H 0.07671 -4.97619 -1.01615 -0.071 -0.086 0.005 0.14
H 3.82909 -6.09938 -3.59278 -0.003 0.109 -0.244 0.09
H 4.11920 -6.06421 -1.85999 -0.062 -0.023 0.118 0.09
H 4.35830 -4.59956 -2.76769 -0.009 0.148 -0.180 0.09
H 1.46197 -0.30835 0.50790 0.200 -0.277 0.159 0.08
H 0.37830 -0.11716 1.83762 -0.192 0.004 -0.107 0.14
H 1.81360 1.12919 3.00260 -0.043 0.080 0.104 0.13
H 2.89886 1.20011 0.44163 0.412 -0.041 -0.144 0.08
H 3.66765 0.26174 3.93306 -0.255 -0.015 0.134 0.12
H 3.71028 -1.06256 2.80016 -0.325 -0.159 0.041 0.07
H 5.36042 -0.08310 1.70846 0.229 -0.010 -0.003 0.07
H 5.51328 0.91530 3.01063 0.179 0.053 0.007 0.08
H 1.44541 -1.29504 5.02013 0.217 -0.171 0.035 0.14
H 0.47788 -0.39856 3.91213 0.197 0.070 -0.325 0.10
H -1.18947 -2.45233 4.06075 -0.053 -0.340 0.033 0.08
H -0.44895 -2.60043 5.68304 0.082 -0.437 -0.151 0.11
H -1.08739 0.18576 5.14312 0.071 0.096 -0.016 0.06
H -1.63839 -0.85826 6.41329 -0.168 0.035 0.109 0.07
H -2.96435 -0.06464 3.55016 0.119 0.012 -0.019 -0.16
H 1.66552 -3.68736 5.46807 -0.155 0.058 0.080 0.09
H 3.16069 -3.16362 4.73673 0.201 -0.096 -0.006 0.09
H 2.67627 -4.89406 4.71840 0.241 -0.042 0.068 0.10
H 0.33433 -5.01485 4.33916 -0.132 -0.057 0.143 0.10
H -0.44120 -4.25769 3.08335 -0.145 -0.083 -0.059 0.09
H 4.18376 -3.02114 3.06298 -0.071 0.139 0.026 0.10
H 4.57817 -3.54924 1.47291 -0.145 0.000 -0.171 0.10
H 4.57112 -5.38532 3.89589 -0.129 0.023 0.060 0.10
H 5.70702 -5.34671 1.26359 -0.013 0.036 -0.070 0.05
C -6.06845 -0.84406 -5.49715 -0.126 0.007 0.031 -0.11
O -6.08057 0.30818 -4.68524 0.292 0.028 -0.035 -0.19
C -5.82570 0.02644 -3.32239 -0.213 0.094 -0.138 -0.21
C -5.19345 1.21345 -2.63209 -0.006 0.013 0.138 -0.18
O -3.81507 1.39395 -2.92593 0.047 0.007 0.018 -0.14
C -3.48105 1.92645 -4.20206 0.161 -0.073 0.019 -0.17
C -3.78804 3.39810 -4.36068 -0.190 0.006 -0.272 -0.20
O -5.16610 3.60452 -4.60934 -0.047 -0.081 0.270 -0.19
C -5.61336 4.87443 -4.19068 0.006 -0.043 -0.116 -0.10
H -6.87836 -1.53111 -5.22628 0.032 -0.042 -0.007 0.09
H -6.21053 -0.52458 -6.52717 -0.021 0.032 0.011 0.09
H -5.11060 -1.37194 -5.41870 -0.017 -0.028 0.007 0.09
H -5.16203 -0.84145 -3.22661 0.022 -0.006 0.011 0.12
H -6.77935 -0.20349 -2.82741 0.068 -0.092 0.105 0.13
H -5.22771 1.02108 -1.55696 0.017 -0.006 0.005 0.12
H -5.76244 2.12518 -2.82086 -0.038 -0.035 -0.156 0.12
H -3.93027 1.34088 -5.00560 -0.145 0.105 -0.016 0.12
H -2.39720 1.80782 -4.27529 0.014 0.012 0.028 0.12
H -3.21728 3.78950 -5.21396 0.135 0.039 0.097 0.13
H -3.47663 3.93065 -3.45373 -0.046 0.004 -0.075 0.10
H -5.43554 5.01933 -3.11812 0.036 0.049 -0.003 0.08
H -6.68425 4.92264 -4.37494 0.002 -0.007 -0.040 0.09
H -5.11966 5.67596 -4.75136 0.010 0.043 0.049 0.09
C -1.35767 8.03423 -0.98721 -0.121 0.023 0.028 -0.11
O -1.66052 6.74322 -0.50511 0.266 -0.090 -0.061 -0.19
C -2.06917 5.85501 -1.52950 -0.066 0.098 0.245 -0.20
C -1.74013 4.42581 -1.16636 -0.112 -0.100 -0.079 -0.17
O -0.36847 4.08658 -1.31828 0.041 0.041 0.065 -0.15
C 0.54640 4.57255 -0.34641 0.084 0.010 -0.094 -0.17
C 0.46000 3.87036 0.98845 -0.079 0.283 0.223 -0.20
O -0.63116 4.35209 1.75978 -0.185 -0.152 -0.217 -0.18
C -1.12110 3.39484 2.65946 0.070 0.117 0.018 -0.12
H -2.24567 8.52139 -1.40513 0.027 0.020 -0.040 0.09
H -0.99686 8.62477 -0.14791 -0.023 -0.021 0.026 0.09
H -0.57673 7.99515 -1.75514 -0.022 0.015 -0.021 0.09
H -1.57943 6.10716 -2.47694 0.012 -0.008 -0.035 0.13
H -3.15615 5.94552 -1.66012 -0.017 -0.039 -0.152 0.12
H -2.26758 3.77916 -1.87150 0.072 -0.046 0.099 0.10
H -2.10143 4.18352 -0.16491 0.036 0.136 0.062 0.13
H 0.47029 5.65436 -0.22703 -0.113 -0.007 0.104 0.13
H 1.53253 4.35481 -0.76318 0.019 -0.005 -0.003 0.13
H 1.38398 4.05151 1.55109 0.083 -0.153 -0.075 0.13
H 0.36012 2.79311 0.81545 -0.007 -0.041 0.000 0.11
H -1.44981 2.48841 2.12971 0.031 -0.037 0.028 0.08
H -1.97935 3.82589 3.17078 0.017 0.020 0.029 0.09
H -0.36203 3.12441 3.40835 -0.025 -0.060 0.006 0.08
```
Forces are in eV/Å.